## a
2 unconnected molecules or ions with the total composition C2H8OS, computed with ωB97M-V with the def2-TZVPD basis set.

Geometry (Å):
C (2.021, -2.327, 1.322)
S (0.338, -1.681, 1.643)
C (-0.211, -1.418, -0.099)
H (1.970, -3.408, 1.363)
H (2.512, -2.008, 2.233)
H (2.597, -1.919, 0.505)
H (-0.808, -0.518, -0.092)
H (0.684, -1.327, -0.692)
H (-0.765, -2.295, -0.409)
O (-2.162, 6.125, -3.780)
H (-2.853, 6.246, -3.120)
H (-2.646, 5.664, -4.477)

The value obtained for the HOMO-LUMO gap is 9.51 eV. As for the HOMO energy: -8.46 eV. Its SMILES is CSC.O. The net charge is 0.


## b
2 unconnected molecules or ions with the total composition C2H8OS, computed with ωB97M-V with the def2-TZVPD basis set.

Geometry (Å):
C (-0.523, 0.745, -1.109)
S (0.965, -0.114, -1.575)
C (1.761, -0.726, -0.062)
H (-0.291, 1.443, -0.351)
H (-1.318, 0.035, -0.934)
H (-0.890, 1.288, -2.050)
H (2.867, -0.745, -0.293)
H (1.597, -0.121, 0.865)
H (1.283, -1.627, 0.441)
O (-1.555, -0.348, 1.820)
H (-1.488, 0.623, 1.894)
H (-2.408, -0.453, 1.353)

The value obtained for the HOMO-LUMO gap is 8.99 eV. As for the HOMO energy: -8.34 eV. Its SMILES is CSC.O. The net charge is 0.


The most stable of them is a.


## a
C6H15NS in the gas phase, computed with ωB97M-V with the def2-TZVPD basis set.

Geometry (Å):
C (1.882, -0.896, -2.617)
C (1.080, 0.357, -2.286)
C (1.382, 0.853, -0.845)
C (0.706, -0.036, 0.208)
N (-0.368, 0.695, 0.859)
C (-0.944, -0.010, 2.003)
C (-2.360, 0.473, 2.312)
S (-3.430, -0.858, 2.934)
H (1.502, -1.610, -3.354)
H (2.946, -0.831, -2.823)
H (1.835, -1.500, -1.700)
H (1.267, 1.130, -3.016)
H (0.017, 0.090, -2.248)
H (2.469, 0.841, -0.721)
H (1.027, 1.876, -0.802)
H (1.431, -0.175, 1.018)
H (0.422, -1.015, -0.195)
H (-1.036, 1.031, 0.177)
H (-0.919, -1.079, 1.810)
H (-0.297, 0.201, 2.851)
H (-2.339, 1.230, 3.089)
H (-2.856, 0.930, 1.457)
H (-3.417, -1.696, 1.890)

The value obtained for the HOMO-LUMO gap is 9.62 eV. As for the HOMO energy: -8.70 eV. Its SMILES is CCCCNCCS. The net charge is 0.


## b
A molecular structure, C6H15NS, computed with ωB97M-V with the def2-TZVPD basis set.

Geometry (Å):
C (0.633, -0.236, -1.037)
N (0.080, -0.482, 0.327)
C (0.394, 0.462, 1.307)
C (-0.809, 1.094, 1.813)
S (-1.858, 1.732, 0.475)
C (1.294, -0.124, 2.389)
C (0.021, -1.153, -2.098)
C (-1.386, -0.781, -2.478)
H (0.518, 0.825, -1.294)
H (1.707, -0.438, -0.965)
H (-0.932, -0.369, 0.211)
H (1.070, 1.294, 0.622)
H (-1.455, 0.448, 2.408)
H (-0.629, 1.955, 2.452)
H (1.223, 2.073, 0.393)
H (1.305, 0.449, 3.312)
H (0.982, -1.154, 2.528)
H (2.335, -0.199, 2.064)
H (-0.014, -2.159, -1.666)
H (0.780, -1.167, -2.882)
H (-1.994, -0.397, -1.668)
H (-1.384, -0.033, -3.276)
H (-1.879, -1.639, -2.937)

The value obtained for the HOMO-LUMO gap is 5.56 eV. As for the HOMO energy: -7.28 eV. The net charge is 0.


The most stable of them is a.


## a
C6H15NS in the gas phase, computed with ωB97M-V with the def2-TZVPD basis set.

Geometry (Å):
C (-1.034, -0.516, -3.296)
C (0.246, -0.416, -2.468)
C (0.200, -1.244, -1.195)
C (-0.463, -0.662, 0.085)
N (0.320, 0.445, 0.575)
C (-0.032, 0.870, 1.953)
C (1.055, 0.649, 2.977)
S (0.461, 1.110, 4.605)
H (-1.135, 0.380, -3.903)
H (-1.057, -1.429, -3.926)
H (-1.880, -0.507, -2.611)
H (1.143, -0.520, -3.096)
H (0.370, 0.677, -2.269)
H (-0.306, -2.190, -1.401)
H (1.249, -1.471, -0.943)
H (-0.498, -1.562, 0.711)
H (-1.493, -0.386, -0.186)
H (0.268, 1.274, 0.005)
H (-0.250, 1.943, 1.891)
H (-1.003, 0.438, 2.240)
H (1.279, -0.433, 3.044)
H (2.010, 1.082, 2.679)
H (0.554, 2.467, 4.526)

The value obtained for the HOMO-LUMO gap is 9.91 eV. As for the HOMO energy: -8.93 eV. Its SMILES is CCCCNCCS. The net charge is 0.


## b
C6H15NS in the gas phase, computed with ωB97M-V with the def2-TZVPD basis set.

Geometry (Å):
C (-0.906, 1.623, -0.120)
N (0.029, 1.052, 0.856)
C (-0.029, 1.848, 2.073)
C (-0.340, -0.364, 1.066)
C (0.800, -1.260, 0.586)
C (1.293, -1.228, -0.867)
C (0.331, -1.172, -2.064)
S (-1.343, -1.884, -1.810)
H (-0.673, 1.178, -1.083)
H (-0.751, 2.701, -0.166)
H (-1.994, 1.476, -0.029)
H (-1.032, 1.958, 2.511)
H (0.662, 1.444, 2.813)
H (0.288, 2.857, 1.822)
H (-1.248, -0.671, 0.550)
H (-0.431, -0.556, 2.137)
H (0.627, -2.316, 0.817)
H (1.710, -1.050, 1.158)
H (1.866, -2.138, -1.067)
H (2.055, -0.462, -1.038)
H (0.190, -0.161, -2.431)
H (0.773, -1.696, -2.906)
H (-1.877, -1.179, -2.807)

The value obtained for the HOMO-LUMO gap is 9.43 eV. As for the HOMO energy: -8.61 eV. Its SMILES is CN(C)CCCCS. The net charge is 0.


The most stable of them is a.


## a
C4H7N3S in the gas phase, computed with ωB97M-V with the def2-TZVPD basis set.

Geometry (Å):
H (0.260, 0.879, 2.209)
N (-0.173, 0.098, 1.754)
C (0.129, 0.108, 0.518)
C (0.989, 1.202, -0.119)
N (2.168, 1.354, 0.500)
S (0.457, 2.134, -1.347)
N (-0.204, -0.917, -0.343)
C (-1.274, -0.798, -1.304)
C (-1.422, -1.661, -0.100)
H (2.818, 2.059, 0.132)
H (2.498, 0.727, 1.172)
H (-1.758, 0.148, -1.296)
H (-1.074, -1.264, -2.326)
H (-2.078, -1.277, 0.718)
H (-1.336, -2.792, -0.168)

The value obtained for the HOMO-LUMO gap is 9.07 eV. As for the HOMO energy: -8.67 eV. Its SMILES is [H]/N=C(\C(N)=S)N1CC1. The net charge is 0.


## b
2 unconnected molecules or ions with the total composition C4H7N3S, computed with ωB97M-V with the def2-TZVPD basis set.

Geometry (Å):
H (-1.261, -0.302, -1.977)
N (-1.610, -0.139, -0.960)
N (-2.701, 0.529, -1.128)
N (-3.351, 1.037, -0.118)
H (-4.295, 1.342, -0.156)
H (-2.957, 0.887, 0.837)
C (2.507, -0.734, -0.220)
C (1.328, -0.013, -0.438)
C (0.725, 0.317, 0.732)
S (1.481, -0.357, 2.203)
C (2.613, -1.057, 1.126)
H (3.196, -1.033, -0.966)
H (0.953, 0.153, -1.370)
H (-0.100, 0.953, 0.873)
H (3.472, -1.584, 1.562)

The value obtained for the HOMO-LUMO gap is 9.09 eV. As for the HOMO energy: -8.32 eV. Its SMILES is [H]/N=N/N.c1ccsc1. The net charge is 0.


The most stable of them is a.


## a
C4H7N3S in the gas phase, computed with ωB97M-V with the def2-TZVPD basis set.

Geometry (Å):
C (-3.002, -0.050, -0.097)
C (-1.588, -0.613, 0.105)
N (-0.547, 0.062, -0.215)
N (0.593, -0.699, -0.067)
C (1.660, 0.073, 0.045)
N (1.601, 1.429, -0.007)
C (2.865, -0.765, -0.093)
S (4.420, -0.247, -0.034)
H (-2.979, 1.050, -0.529)
H (-3.621, -0.776, -0.703)
H (-3.545, -0.016, 0.890)
H (-1.534, -1.589, 0.726)
H (0.751, 1.997, 0.103)
H (2.415, 1.963, 0.148)
H (2.511, -1.818, -0.273)

The value obtained for the HOMO-LUMO gap is 7.75 eV. As for the HOMO energy: -8.71 eV. Its SMILES is C/C=N/N=C(\N)C=S. The net charge is 0.


## b
C4H7N3S in the gas phase, computed with ωB97M-V with the def2-TZVPD basis set.

Geometry (Å):
N (1.379, 0.789, -0.373)
C (0.794, -0.316, 0.458)
C (-0.778, -0.502, 0.078)
C (-1.572, -1.614, 0.179)
N (-2.927, -1.347, -0.023)
C (-2.953, -0.080, -0.224)
N (-1.729, 0.554, -0.062)
S (-1.280, 2.179, 0.136)
H (1.874, 0.338, -1.182)
H (2.155, 1.240, 0.188)
H (0.579, -0.003, 1.494)
H (1.332, -1.175, 0.329)
H (-1.286, -2.647, 0.374)
H (-3.935, 0.433, -0.073)
H (-0.358, 2.113, -0.798)

The value obtained for the HOMO-LUMO gap is 9.36 eV. As for the HOMO energy: -8.73 eV. Its SMILES is NCc1cncn1S. The net charge is 0.


## c
C4H7N3S in the gas phase, computed with ωB97M-V with the def2-TZVPD basis set.

Geometry (Å):
N (-0.027, -1.904, -1.049)
C (-0.221, -1.066, 0.140)
C (1.050, -1.201, 1.117)
N (1.266, -0.040, 2.004)
C (0.841, 1.111, 1.651)
N (0.089, 1.332, 0.489)
C (-0.393, 0.404, -0.327)
S (-1.173, 0.824, -1.754)
H (-0.790, -2.521, -1.179)
H (0.062, -1.295, -1.885)
H (-1.075, -1.396, 0.786)
H (1.927, -1.397, 0.497)
H (0.853, -2.092, 1.755)
H (1.018, 2.026, 2.198)
H (-0.187, 2.293, 0.291)

The value obtained for the HOMO-LUMO gap is 8.57 eV. As for the HOMO energy: -8.76 eV. Its SMILES is N[C@H]1CN=CNC1=S. The net charge is 0.


## d
C4H7N3S in the gas phase, computed with ωB97M-V with the def2-TZVPD basis set.

Geometry (Å):
C (-1.135, -2.506, 1.526)
N (-0.840, -1.869, 0.498)
N (-0.465, -0.509, 0.821)
C (0.086, 0.291, -0.197)
N (-0.270, -0.085, -1.510)
C (0.814, 1.411, 0.038)
C (1.207, 2.216, -1.083)
S (1.639, 3.803, -0.828)
H (-0.998, -1.997, 2.567)
H (-1.445, -3.570, 1.424)
H (0.179, -0.343, 1.724)
H (-0.436, 0.704, -2.126)
H (-0.688, -1.052, -1.848)
H (1.021, 1.670, 1.099)
H (1.329, 1.837, -2.107)

The value obtained for the HOMO-LUMO gap is 7.75 eV. As for the HOMO energy: -7.77 eV. Its SMILES is C=NN/C(N)=C/C=S. The net charge is 0.


The most stable of them is c.